A single C7H9N5 molecule. Source: OMol25; level of theory: ωB97M-V/def2-TZVPD.

Its net charge is 0. The HOMO energy comes out at -8.09 eV. Its molar mass is 163.184 g/mol. The calculation puts the HOMO-LUMO gap at 9.00 eV. The value obtained for the relative energy (zero: lowest compared OMol25 entry of this formula, charge and spin) is 0.0 kcal per mole.

```
21
Properties=species:S:1:pos:R:3:forces:R:3
C 0.355325 -0.638637 4.017307 -1.28 -0.69 1.89
C 0.027963 0.352580 -1.884740 0.00 0.32 0.55
C -0.655307 2.435552 -1.382849 1.21 -1.19 -1.27
N 0.521107 -1.569831 -0.125070 -1.04 -0.02 1.35
C 0.070614 -0.385738 0.363996 0.67 -1.00 1.15
H 0.837849 -2.805872 -1.700555 -0.20 0.09 -0.40
N -0.476970 1.863138 -0.254689 -1.10 3.39 2.01
N -0.300830 1.612989 -2.427959 -0.12 -1.65 0.88
C -0.039047 0.669480 -0.511835 0.30 -3.58 -1.46
N 0.247919 -0.882075 -2.410848 0.30 -0.03 1.04
H 1.219858 0.031634 3.960104 -0.15 -0.24 -0.17
H -0.497996 -0.075355 4.535706 1.02 -0.53 -1.02
H -0.348846 1.873219 -3.367023 -0.09 0.16 -1.53
N -0.247357 -0.203888 1.692879 0.74 1.44 -1.26
H -0.381046 0.811303 1.982822 0.24 -2.10 -0.54
H 0.577287 -1.460006 4.774702 -0.04 0.92 -1.06
C 0.514545 -1.809759 -1.425095 0.09 2.65 -0.96
H 0.777653 -1.964697 2.333136 -0.86 1.02 0.16
H -0.943824 -1.820827 2.660737 -0.54 -0.60 0.69
C -0.037981 -1.250951 2.668666 1.48 0.00 0.06
H -0.864701 3.433091 -1.572527 -0.63 1.64 -0.12
```
Forces are in eV/Å.


A gas-phase ion, C7H9N5O2S (charge +2). Source: OMol25; level of theory: ωB97M-V/def2-TZVPD.

Its net charge is +2. The HOMO energy (spin up / spin down) comes out at -15.54 / -15.54 eV. Its molar mass is 227.249 g/mol. The calculation puts the HOMO-LUMO gap (spin up / spin down) at 5.24 / 5.24 eV. The value obtained for the relative energy (zero: lowest compared OMol25 entry of this formula, charge and spin) is 74.2 kcal per mole.

```
24
Properties=species:S:1:pos:R:3:forces:R:3
H -3.441090 1.549582 1.122921 -0.09 -0.24 -0.29
H 2.409977 0.074294 -2.781410 0.27 0.04 -0.08
H -3.224049 2.424098 -0.349968 -0.93 -3.48 1.34
C 3.238867 -1.266264 -1.257717 -1.96 -0.43 1.32
H 3.565755 -2.667662 0.426032 -0.22 1.06 -0.63
C -1.308875 0.409099 0.428747 0.96 1.56 0.88
N -2.533584 0.436308 -0.278262 -0.57 -0.46 -0.73
N 1.650413 -2.271419 1.741345 0.68 0.13 -0.01
N -0.263592 -0.272590 0.604604 -2.72 -0.61 0.55
N -3.482401 1.383015 0.110997 0.93 4.42 -0.41
H -1.148602 1.378396 1.001510 -1.41 -0.77 -0.72
O -5.513794 -1.363625 -1.703443 -1.10 -1.20 -0.78
O 0.587514 -2.048694 2.438064 -0.79 -0.50 0.68
C 2.959648 -1.859029 -0.052076 1.49 -0.78 -1.10
H 0.415203 0.631030 -1.415154 -0.49 0.34 -1.04
H 0.665497 -2.677229 3.188479 -0.21 0.41 -0.10
S -5.058665 -0.295754 -0.921961 3.55 0.65 -0.29
H 4.074437 -1.542092 -1.805722 1.56 -0.23 -0.82
H -2.936709 -1.192250 -1.608333 0.19 -0.29 -0.23
C 1.047069 -0.197781 -1.215323 1.08 -0.30 0.33
C 2.242543 -0.418424 -1.835145 0.24 -0.13 0.14
C 0.768706 -0.795280 0.027218 0.00 1.49 -1.28
C 1.752764 -1.589974 0.631057 0.17 -1.45 0.66
N -3.336344 -0.368717 -1.174673 -0.64 0.77 2.58
```
Forces are in eV/Å.